1.
{
  "formula": "C4H12",
  "method": "ωB97M-V/def2-TZVPD",
  "species": ["C", "C", "H", "H", "H", "H", "H", "H", "C", "C", "H", "H", "H", "H", "H", "H"],
  "xyz": [[-0.67083, -1.96421, -0.87523], [-2.04354, -1.21146, -0.84217], [0.02405, -1.42242, -0.05879], [-0.73659, -3.02128, -0.93104], [-0.22964, -1.62168, -1.79403], [-2.11846, -0.44543, -0.06274], [-2.76691, -1.84639, -0.65853], [-2.21975, -0.72834, -1.78371], [1.94234, 1.94197, 1.16411], [0.76570, 1.11832, 0.53497], [2.48597, 1.22909, 1.80749], [2.51051, 2.59088, 0.47981], [1.71861, 2.79707, 1.79947], [-0.01290, 1.91202, 0.48866], [0.35331, 0.43406, 1.28289], [1.02975, 0.81471, -0.45952]],
  "lowdin_charge": [-0.14, -0.15, 0.08, 0.04, 0.04, 0.06, -0.01, 0.06, -0.18, -0.17, 0.06, 0.06, 0.05, 0.07, 0.06, 0.05],
  "e_tot_ev": -4341.1124,
  "homo_ev": -11.17,
  "smiles": "CC.CC",
  "gap_ev": 12.3,
  "e_lumo_ev": 1.1,
  "e_above_lowest_kcal_mol": 32.65,
  "max_force_ev_per_a": 5.10
}



2.
{
  "formula": "C4H12",
  "method": "ωB97M-V/def2-TZVPD",
  "species": ["C", "C", "H", "H", "H", "H", "H", "H", "C", "C", "H", "H", "H", "H", "H", "H"],
  "xyz": [[-1.58457, 0.21772, -1.09005], [-2.66344, -0.28021, -0.29805], [-1.91032, 0.58089, -2.04779], [-0.63968, -0.57601, -1.07226], [-1.12734, 1.19629, -0.62003], [-3.50029, -0.62515, -0.93430], [-3.01939, 0.48028, 0.41187], [-2.30049, -1.15831, 0.30984], [2.78237, -0.41551, 0.51880], [1.41043, 0.48737, 0.72499], [3.41172, -0.16041, 1.23035], [3.16847, -0.22184, -0.51074], [2.54261, -1.44453, 0.85765], [1.52421, 0.91458, 1.76283], [0.53787, -0.15481, 0.80330], [1.36783, 1.15965, -0.04641]],
  "lowdin_charge": [-0.24, -0.24, 0.05, 0.12, 0.09, 0.07, 0.07, 0.08, -0.11, -0.13, -0.02, 0.07, 0.07, 0.08, 0.03, 0.01],
  "e_tot_ev": -4340.8785,
  "homo_ev": -11.06,
  "smiles": "CC.CC",
  "gap_ev": 12.2,
  "e_lumo_ev": 1.1,
  "e_above_lowest_kcal_mol": 38.05,
  "max_force_ev_per_a": 5.84
}



3.
{
  "formula": "C4H12",
  "method": "ωB97M-V/def2-TZVPD",
  "species": ["C", "C", "H", "H", "H", "H", "H", "H", "C", "C", "H", "H", "H", "H", "H", "H"],
  "xyz": [[0.44695, -1.21291, 1.98497], [1.00822, -1.75546, 0.59748], [0.31302, -0.16869, 2.10278], [-0.56839, -1.77745, 2.24974], [1.32627, -1.42609, 2.57802], [0.96673, -1.10245, -0.33893], [0.48975, -2.61577, 0.04965], [2.03085, -2.03015, 0.75179], [-1.07652, 1.43743, -1.90115], [-0.37455, 1.60742, -0.55077], [-1.19436, 0.38400, -2.10343], [-2.08265, 1.88213, -1.86393], [-0.66825, 1.93916, -2.73749], [0.77371, 1.53294, -0.64443], [-0.70162, 2.55100, -0.19473], [-0.68917, 0.75490, 0.02042]],
  "lowdin_charge": [-0.15, -0.18, 0.02, 0.11, 0.04, 0.05, 0.07, 0.03, -0.17, -0.17, 0.05, 0.07, 0.04, 0.10, 0.04, 0.03],
  "e_tot_ev": -4341.3735,
  "homo_ev": -11.32,
  "smiles": "CC.CC",
  "gap_ev": 12.5,
  "e_lumo_ev": 1.1,
  "e_above_lowest_kcal_mol": 26.63,
  "max_force_ev_per_a": 3.28
}



4.
{
  "formula": "C4H12",
  "method": "ωB97M-V/def2-TZVPD",
  "species": ["C", "C", "H", "H", "H", "H", "H", "H", "C", "C", "H", "H", "H", "H", "H", "H"],
  "xyz": [[1.32211, 0.29331, -2.30239], [0.29086, 1.31311, -1.79248], [0.86484, -0.69258, -2.36326], [1.69092, 0.63614, -3.26800], [2.20817, 0.27071, -1.67241], [0.14673, 1.20292, -0.71847], [0.58078, 2.34895, -1.96697], [-0.68549, 1.12606, -2.23134], [-0.48525, -0.27415, 1.60292], [-1.08689, -1.35272, 2.49662], [-1.24034, 0.33030, 1.09192], [0.19457, 0.36100, 2.15318], [-0.02346, -0.73978, 0.72291], [-1.61772, -2.12502, 1.94086], [-1.82832, -0.90068, 3.16867], [-0.33151, -1.79759, 3.13823]],
  "lowdin_charge": [-0.16, -0.17, 0.06, 0.06, 0.06, 0.03, 0.06, 0.06, -0.18, -0.17, 0.06, 0.06, 0.06, 0.06, 0.06, 0.06],
  "e_tot_ev": -4342.3709,
  "homo_ev": -11.61,
  "smiles": "CC.CC",
  "gap_ev": 12.7,
  "e_lumo_ev": 1.1,
  "e_above_lowest_kcal_mol": 3.63,
  "max_force_ev_per_a": 1.35
}



5.
{
  "formula": "C4H12",
  "method": "ωB97M-V/def2-TZVPD",
  "species": ["C", "C", "H", "H", "H", "H", "H", "H", "C", "C", "H", "H", "H", "H", "H", "H"],
  "xyz": [[-0.23494, -1.87268, 1.89209], [-1.31998, -0.88699, 1.43787], [-0.17844, -2.04522, 2.96935], [-0.48899, -2.85020, 1.47480], [0.76723, -1.60513, 1.56307], [-2.29626, -1.26020, 1.72781], [-1.24988, -0.75813, 0.35870], [-1.09533, 0.12490, 1.77806], [0.65811, 2.01805, -2.02779], [0.79385, 0.75480, -1.17646], [1.70451, 2.22956, -2.30933], [0.29433, 1.90410, -3.05886], [0.12906, 2.88237, -1.64045], [1.20691, -0.05589, -1.77374], [1.50450, 0.95960, -0.37917], [-0.19471, 0.46106, -0.83594]],
  "lowdin_charge": [-0.17, -0.17, 0.06, 0.06, 0.06, 0.06, 0.03, 0.06, -0.18, -0.16, 0.06, 0.06, 0.06, 0.07, 0.07, 0.03],
  "e_tot_ev": -4342.1310,
  "homo_ev": -11.39,
  "smiles": "CC.CC",
  "gap_ev": 12.5,
  "e_lumo_ev": 1.2,
  "e_above_lowest_kcal_mol": 9.16,
  "max_force_ev_per_a": 2.30
}



6.
{
  "formula": "C4H12",
  "method": "ωB97M-V/def2-TZVPD",
  "species": ["C", "C", "H", "H", "H", "H", "H", "H", "C", "C", "H", "H", "H", "H", "H", "H"],
  "xyz": [[-2.31917, -1.66390, -0.62229], [-0.93499, -1.30246, -0.57375], [-2.93371, -0.72046, -0.83164], [-2.40235, -2.29612, -1.56156], [-2.64173, -2.19733, 0.30930], [-0.55423, -0.95014, -1.52950], [-0.74286, -0.48843, 0.13658], [-0.37514, -2.22770, -0.22736], [1.37017, 1.59121, 1.28106], [1.82286, 1.27347, -0.15142], [0.31336, 1.93985, 1.31122], [1.65266, 0.91555, 2.13207], [1.98861, 2.50648, 1.72749], [1.24068, 0.45629, -0.56781], [1.59289, 2.21611, -0.63676], [2.92295, 0.94758, -0.19563]],
  "lowdin_charge": [-0.23, -0.25, 0.09, 0.09, 0.08, 0.07, 0.06, 0.10, -0.21, -0.17, 0.06, 0.06, 0.09, 0.02, 0.06, 0.09],
  "e_tot_ev": -4341.6135,
  "homo_ev": -11.22,
  "smiles": "CC.CC",
  "gap_ev": 12.3,
  "e_lumo_ev": 1.1,
  "e_above_lowest_kcal_mol": 21.10,
  "max_force_ev_per_a": 3.62
}



7.
{
  "formula": "C4H12",
  "method": "ωB97M-V/def2-TZVPD",
  "species": ["C", "C", "H", "H", "H", "H", "H", "H", "C", "C", "H", "H", "H", "H", "H", "H"],
  "xyz": [[-0.75777, 1.61089, -0.51361], [0.28346, 2.66534, -0.59048], [-0.43807, 0.69015, -1.04297], [-0.96455, 1.14733, 0.49380], [-1.71888, 1.66417, -1.01183], [0.13538, 3.46180, 0.19411], [0.31450, 3.04981, -1.69832], [1.22891, 2.28299, -0.37440], [0.83042, -1.85844, 0.17037], [-0.39944, -2.23356, 0.98961], [1.32722, -2.75168, -0.18452], [0.55466, -1.20470, -0.66109], [1.64496, -1.29220, 0.87241], [-0.33143, -2.05666, 2.02782], [-0.38007, -3.29200, 0.84001], [-1.32929, -1.88325, 0.48908]],
  "lowdin_charge": [-0.22, -0.18, 0.04, 0.08, 0.06, 0.08, 0.11, 0.03, -0.18, -0.18, 0.04, 0.03, 0.11, 0.05, 0.04, 0.08],
  "e_tot_ev": -4341.4608,
  "homo_ev": -11.28,
  "smiles": "CC.CC",
  "gap_ev": 12.4,
  "e_lumo_ev": 1.2,
  "e_above_lowest_kcal_mol": 24.62,
  "max_force_ev_per_a": 3.72
}



8.
{
  "formula": "C4H12",
  "method": "ωB97M-V/def2-TZVPD",
  "species": ["C", "C", "H", "H", "H", "H", "H", "H", "C", "C", "H", "H", "H", "H", "H", "H"],
  "xyz": [[1.08110, 0.25065, 1.93828], [2.20984, 0.24084, 0.93200], [1.29671, 1.03027, 2.73580], [0.13892, 0.52799, 1.41449], [1.01210, -0.78777, 2.42193], [1.94448, -0.21795, -0.04624], [3.11533, -0.21172, 1.38821], [2.37212, 1.29576, 0.82098], [-1.87575, -0.28838, -2.16800], [-1.45190, -0.20765, -0.68667], [-2.91768, -0.14314, -2.37339], [-1.39633, 0.49306, -2.77521], [-1.65615, -1.31842, -2.56548], [-1.48704, -1.35790, -0.16446], [-2.07189, 0.56183, -0.18151], [-0.31384, 0.13252, -0.69074]],
  "lowdin_charge": [-0.20, -0.20, 0.08, 0.04, 0.08, 0.06, 0.07, 0.05, -0.21, -0.20, 0.04, 0.06, 0.07, 0.13, 0.05, 0.07],
  "e_tot_ev": -4341.5296,
  "homo_ev": -11.49,
  "smiles": "CC.CC",
  "gap_ev": 12.6,
  "e_lumo_ev": 1.1,
  "e_above_lowest_kcal_mol": 23.03,
  "max_force_ev_per_a": 3.75
}



9.
{
  "formula": "C4H12",
  "method": "ωB97M-V/def2-TZVPD",
  "species": ["C", "C", "H", "H", "H", "H", "H", "H", "C", "C", "H", "H", "H", "H", "H", "H"],
  "xyz": [[-1.27091, 0.90087, -1.51265], [-1.34015, 1.68293, -0.09429], [-2.33492, 1.04371, -1.70755], [-0.58763, 1.47810, -2.14160], [-1.07897, -0.08533, -1.48319], [-0.61550, 2.43033, 0.30003], [-1.51455, 0.86860, 0.59557], [-2.28252, 2.21222, -0.15240], [1.37314, -1.29193, 0.02220], [1.32456, -1.34498, 1.49932], [0.96134, -0.33179, -0.44079], [2.37526, -1.61146, -0.29118], [0.74120, -1.96428, -0.43365], [0.49236, -0.78832, 2.04999], [2.24211, -0.81268, 2.03440], [1.51518, -2.38598, 1.75578]],
  "lowdin_charge": [-0.12, -0.15, 0.06, 0.07, -0.01, 0.07, 0.04, 0.04, -0.20, -0.20, 0.08, 0.08, 0.03, 0.08, 0.10, 0.05],
  "e_tot_ev": -4341.0512,
  "homo_ev": -11.05,
  "smiles": "CC.CC",
  "gap_ev": 12.2,
  "e_lumo_ev": 1.1,
  "e_above_lowest_kcal_mol": 34.06,
  "max_force_ev_per_a": 5.77
}



10.
{
  "formula": "C4H12",
  "method": "ωB97M-V/def2-TZVPD",
  "species": ["C", "C", "H", "H", "H", "H", "H", "H", "C", "C", "H", "H", "H", "H", "H", "H"],
  "xyz": [[0.69222, -1.91780, 0.02284], [-0.83958, -1.68024, 0.08583], [1.18470, -1.09099, 0.54148], [1.03976, -2.76559, 0.62292], [1.10047, -2.05815, -0.97917], [-1.21452, -1.35284, -0.87200], [-1.12220, -1.21889, 1.01562], [-1.22976, -2.70705, -0.07522], [0.79294, 2.01144, -0.09687], [-0.65186, 1.63558, 0.02263], [1.24707, 2.51272, 0.78859], [1.47887, 1.15903, -0.09555], [1.04504, 2.69730, -0.91149], [-1.25534, 2.54231, 0.07649], [-0.97396, 0.79158, 0.62528], [-1.05438, 1.16330, -0.88563]],
  "lowdin_charge": [-0.16, -0.17, 0.04, 0.06, 0.07, 0.05, 0.06, 0.07, -0.18, -0.18, 0.07, 0.05, 0.07, 0.07, 0.03, 0.06],
  "e_tot_ev": -4341.5900,
  "homo_ev": -10.97,
  "smiles": "CC.CC",
  "gap_ev": 12.1,
  "e_lumo_ev": 1.2,
  "e_above_lowest_kcal_mol": 21.64,
  "max_force_ev_per_a": 3.65
}



11.
{
  "formula": "C4H12",
  "method": "ωB97M-V/def2-TZVPD",
  "species": ["C", "C", "H", "H", "H", "H", "H", "H", "C", "C", "H", "H", "H", "H", "H", "H"],
  "xyz": [[-1.72071, -0.79522, -0.90111], [-0.93120, -2.01040, -0.29374], [-0.92129, -0.18413, -1.33077], [-2.39789, -1.11171, -1.67830], [-2.05165, -0.21761, -0.04366], [-1.68613, -2.78414, -0.14546], [-0.33258, -1.79236, 0.57783], [-0.30760, -2.44186, -1.07864], [1.55771, 0.72253, 0.83657], [1.00674, 2.06692, 0.31086], [2.08656, 0.85118, 1.78098], [0.73206, 0.10257, 1.18767], [2.25353, 0.32518, 0.10553], [1.60465, 2.41093, -0.52815], [1.16496, 2.83069, 1.07996], [-0.05715, 2.02745, 0.12042]],
  "lowdin_charge": [-0.15, -0.16, 0.05, 0.06, 0.06, 0.05, 0.04, 0.06, -0.16, -0.16, 0.06, 0.04, 0.06, 0.06, 0.06, 0.05],
  "e_tot_ev": -4341.9557,
  "homo_ev": -11.48,
  "smiles": "CC.CC",
  "gap_ev": 12.7,
  "e_lumo_ev": 1.2,
  "e_above_lowest_kcal_mol": 13.20,
  "max_force_ev_per_a": 3.13
}



12.
{
  "formula": "C4H12",
  "method": "ωB97M-V/def2-TZVPD",
  "species": ["C", "C", "H", "H", "H", "H", "H", "H", "C", "C", "H", "H", "H", "H", "H", "H"],
  "xyz": [[-0.34721, -1.46939, -0.48502], [0.21181, -2.67473, 0.29927], [-1.38379, -1.24267, -0.25272], [0.34304, -0.68802, -0.19752], [-0.27988, -1.72729, -1.54473], [0.37486, -2.53434, 1.38659], [0.93920, -3.24133, -0.34101], [-0.54335, -3.43569, 0.53382], [0.70121, 2.35721, -0.32465], [-0.53677, 2.06928, 0.56398], [1.34916, 1.48492, -0.09744], [0.47914, 2.09551, -1.37341], [1.21726, 3.29562, -0.24961], [-1.41993, 2.04055, -0.11480], [-0.64286, 2.68102, 1.44418], [-0.46188, 0.98934, 0.75307]],
  "lowdin_charge": [-0.16, -0.18, 0.07, 0.03, 0.07, 0.07, 0.08, 0.05, -0.17, -0.16, 0.05, 0.06, 0.05, 0.07, 0.06, 0.03],
  "e_tot_ev": -4341.4956,
  "homo_ev": -11.12,
  "smiles": "CC.CC",
  "gap_ev": 12.2,
  "e_lumo_ev": 1.1,
  "e_above_lowest_kcal_mol": 23.81,
  "max_force_ev_per_a": 2.40
}